C18H19N5O3 | ωB97M-V/def2-TZVPD

Atoms and positions in Å:
C 3.8468 4.4909 -1.2946
O 2.9784 3.5136 -1.9775
C 1.7300 3.2368 -1.4075
C 1.5208 1.8477 -1.2908
C 0.4406 1.3021 -0.7106
C 0.2499 -0.1431 -0.8276
C -0.5001 -0.8868 0.1257
C -0.5554 -2.3504 0.0910
C -0.6464 -3.0839 -1.1337
C -0.7477 -4.4990 -1.1015
C -0.7055 -5.0743 0.1223
N -0.7634 -6.3832 0.2797
C -0.8686 -6.8903 1.4828
N -1.0995 -8.0851 1.4439
N -0.7485 -6.2555 2.5654
C -0.4619 -4.9636 2.4205
N -0.0198 -4.5494 3.5615
C -0.6387 -4.2937 1.1894
N -0.5135 -2.9305 1.2771
C -0.6546 2.1048 -0.2005
C -0.5269 3.5029 -0.3604
O -1.5865 4.2703 -0.2196
C -1.9910 4.5326 1.1769
C 0.6580 4.0828 -0.9623
O 0.8691 5.4152 -1.1063
C -0.0978 6.1625 -1.9057
H 4.0141 4.1901 -0.2005
H 3.3888 5.4680 -1.1294
H 4.8019 4.6281 -1.9417
H 2.2741 1.2165 -1.6827
H 0.7206 -0.7178 -1.5920
H -1.0318 -0.4289 0.9915
H -0.7406 -2.5373 -2.1102
H -0.9650 -5.0085 -1.9336
H -1.7413 -8.2840 2.2377
H -1.4430 -8.3015 0.4942
H 0.4914 -5.2911 3.9234
H 0.2585 -3.6076 3.4908
H -1.5390 1.6423 0.1767
H -3.0316 5.0546 1.1147
H -2.1044 3.6180 1.7685
H -1.3367 5.2273 1.7040
H 0.2553 7.1338 -2.3931
H -0.3341 5.5363 -2.6967
H -1.1049 6.3884 -1.4590

Results
- SMILES: COc1cc(/C=C/c2ccc3nc(N)nc(N)c3n2)cc(OC)c1OC
- Relative energy (zero: lowest compared OMol25 entry of this formula, charge and spin): 6.5854 eV
- Net charge: 0
- 2S+1: 1
- HOMO level: -7.487 eV
- Frontier orbital gap: 7.52 eV
- E_LUMO: 0.03 eV